(1)
DFT (the ωB97M-V functional and the def2-TZVPD basis) results for C49H38N3O2P2RhSi as an isolated structure.

Summary:
HOMO energy (alpha / beta) ... -0.4768 / -0.4768 hartree
Energy above the lowest of the compared OMol25 structures with the same formula, charge and spin ... 0.00 kcal/mol
LUMO (alpha / beta) ... -6.818 / -6.827 eV
Kohn-Sham gap (alpha / beta) ... 0.226 / 0.226 Ha

```
! RIJCOSX wB97M-V def2-TZVPD def2/J DEFGRID3
* xyz 2 1
Rh 0.5830 -0.4450 -0.0544
C 3.9840 -1.6433 -1.3399
Si 2.8737 -0.5505 -0.3461
C 2.5317 1.1457 -1.1509
C 3.4262 2.2049 -0.8942
C 3.3176 3.4084 -1.5566
C 2.3241 3.5982 -2.5205
C 1.4333 2.5829 -2.8059
C 1.5042 1.3766 -2.1082
P 0.4398 -0.0309 -2.4395
C 0.8793 -0.5200 -4.1538
C 2.2153 -0.8244 -4.4209
C 2.6425 -1.0732 -5.7128
C 1.7391 -1.0161 -6.7646
C 0.4123 -0.7064 -6.5132
C -0.0203 -0.4587 -5.2161
C -1.3098 0.3342 -2.6957
C -1.9909 -0.8772 -2.8394
C -3.3570 -0.9149 -2.7865
C -4.1167 0.2316 -2.4842
C -3.4312 1.4571 -2.6890
C -2.0435 1.5212 -2.7366
C 3.6017 -0.6840 1.3866
C 4.9738 -0.8913 1.5854
C 5.4824 -1.1501 2.8477
C 4.6309 -1.2117 3.9456
C 3.2745 -0.9928 3.7798
C 2.7683 -0.7378 2.5087
P 1.0520 -0.2557 2.2251
C -0.0534 -1.2888 3.2069
C 0.3410 -2.5776 3.5644
C -0.5484 -3.4269 4.2094
C -1.8414 -3.0040 4.4786
C -2.2492 -1.7296 4.1004
C -1.3617 -0.8753 3.4651
C 1.0257 1.4098 2.9444
C 1.7010 2.4172 2.2534
C 1.7702 3.6998 2.7669
C 1.1662 3.9905 3.9859
C 0.5194 2.9889 4.6918
C 0.4496 1.6992 4.1764
H 4.9426 -1.1424 -1.5083
H 3.5889 -1.9267 -2.3093
H 4.1740 -2.5587 -0.7771
H 4.2293 2.0687 -0.1767
H 4.0205 4.2036 -1.3450
H 2.2619 4.5378 -3.0537
H 0.6971 2.7161 -3.5894
H 2.9382 -0.8369 -3.6220
H 3.6831 -1.3037 -5.8989
H 2.0718 -1.1996 -7.7775
H -0.2954 -0.6439 -7.3289
H -1.0597 -0.2097 -5.0634
H -1.4282 -1.7962 -2.9793
H -3.8768 -1.8607 -2.9022
H -5.0975 0.2046 -2.9549
H -4.0125 2.3716 -2.7316
H -1.5414 2.4788 -2.7952
H 5.6575 -0.8612 0.7454
H 6.5442 -1.3113 2.9787
H 5.0287 -1.4210 4.9296
H 2.6130 -1.0202 4.6380
H 1.3476 -2.9156 3.3503
H -0.2277 -4.4171 4.5056
H -2.5313 -3.6626 4.9898
H -3.2566 -1.3964 4.3145
H -1.6887 0.1193 3.1818
H 2.1856 2.1936 1.3112
H 2.2968 4.4732 2.2227
H 1.2124 4.9936 4.3884
H 0.0700 3.2052 5.6518
H -0.0406 0.9267 4.7533
O -6.8446 0.1847 -1.1840
N -6.0557 0.5721 -0.3563
O -6.3060 1.2513 0.6111
C -4.6358 0.0463 -0.4848
C -4.6700 -1.2811 -0.0817
C -3.4537 -1.9486 0.2502
C -3.3369 -3.3325 0.5161
C -2.0932 -3.8939 0.6229
C -0.9483 -3.1042 0.4204
N -1.0176 -1.7989 0.2357
C -2.2615 -1.2170 0.2289
C -2.3645 0.2087 0.2582
N -1.2136 0.8784 0.3969
C -1.2488 2.1847 0.5791
C -2.4606 2.8777 0.6824
C -3.6392 2.2147 0.4286
C -3.5991 0.8362 0.1638
H -5.6055 -1.8232 -0.1370
H -4.2308 -3.9374 0.6082
H -1.9715 -4.9472 0.8305
H 0.0386 -3.5450 0.3872
H -0.2978 2.6946 0.6571
H -2.4568 3.9342 0.9124
H -4.5731 2.7563 0.4127
*
```

(2)
DFT (the ωB97M-V functional and the def2-TZVPD basis) results for one molecule with the formula C8H9NO4S2.

Summary:
HOMO energy (alpha / beta) ... -0.3179 / -0.3182 hartree
Energy above the lowest of the compared OMol25 structures with the same formula, charge and spin ... 48.11 kcal/mol
LUMO (alpha / beta) ... -2.628 / -2.623 eV
Kohn-Sham gap (alpha / beta) ... 0.221 / 0.222 Ha

```
! RIJCOSX wB97M-V def2-TZVPD def2/J DEFGRID3
* xyz 0 1
C 0.7410 2.0427 0.6902
C -0.1683 -1.4230 -0.0687
C -2.5234 -1.0162 0.4200
C 2.2228 1.8553 1.2514
C 2.1655 -1.4955 -1.1812
C 0.7563 -1.1799 -1.1848
C 2.1116 0.4048 0.8515
C -3.6351 -0.4569 -0.4633
N 0.7938 0.7726 0.3150
O -1.3947 -1.0002 -0.3797
O 0.1060 3.0272 0.5526
O 0.2171 -1.8095 0.9933
O -2.6036 -1.3303 1.5456
S 3.0590 0.0198 -0.6696
S -2.9813 1.0338 -1.3195
H 2.8238 2.5156 0.6541
H 2.4969 2.0976 2.3001
H 2.5398 -2.1930 -0.4245
H 2.5479 -1.7133 -2.1208
H 0.3899 -0.3576 -1.9749
H 1.9880 -0.4284 1.5920
H -4.5062 -0.1262 0.1745
H -3.9840 -1.1955 -1.1192
H -3.1631 1.9560 -0.4339
*
```

(3)
DFT (the ωB97M-V functional and the def2-TZVPD basis) results for C22H28ClN2O7W as an isolated structure.

Summary:
HOMO energy (alpha / beta) ... -0.3956 / -0.4339 hartree
⟨S²⟩ ... 2.018
LUMO (alpha / beta) ... -3.768 / -4.043 eV
Kohn-Sham gap (alpha / beta) ... 0.257 / 0.285 Ha

```
! RIJCOSX wB97M-V def2-TZVPD def2/J DEFGRID3
* xyz 1 3
W -0.2109 -0.2394 0.1166
O -0.1928 -1.9646 -0.6402
C 0.6149 -3.0133 -0.4624
C 1.2507 -3.6633 -1.5093
C 2.0507 -4.7629 -1.2544
C 2.2060 -5.2548 0.0418
C 1.5671 -4.6316 1.0859
C 0.7815 -3.4929 0.8528
C 0.0930 -2.8365 1.9039
N -0.4890 -1.6752 1.7777
C -1.3743 -1.3089 2.8924
C -2.2979 -0.2629 2.2943
N -1.3588 0.6624 1.6629
C -1.1772 1.7620 2.3328
C -0.1807 2.7380 2.0737
C -0.0580 3.8820 2.8806
C 0.9046 4.8224 2.6064
C 1.7420 4.6563 1.4998
C 1.6532 3.5305 0.7035
C 0.7155 2.5511 1.0058
O 0.6307 1.4278 0.3023
H 1.1152 -3.2977 -2.5176
H 2.5501 -5.2584 -2.0755
H 2.8216 -6.1240 0.2255
H 1.6671 -4.9966 2.1010
H 0.0278 -3.3352 2.8684
H -0.8110 -0.8691 3.7204
H -1.9210 -2.1797 3.2529
H -2.9130 0.2260 3.0493
H -2.9460 -0.7251 1.5473
H -1.8364 1.9543 3.1765
H -0.7378 4.0048 3.7153
H 1.0142 5.6911 3.2401
H 2.4659 5.4234 1.2611
H 2.3052 3.3874 -0.1484
C -2.2156 2.8639 -1.0193
O -2.2051 1.4768 -0.6772
C -3.1560 0.7048 -1.3919
C -2.5484 0.2041 -2.6840
O -1.3493 -0.4515 -2.3234
C -0.6572 -0.9773 -3.4501
H -3.1142 3.3341 -0.6106
H -2.1663 3.0122 -2.0960
H -1.3285 3.3039 -0.5766
H -4.0687 1.2755 -1.5777
H -3.3893 -0.1574 -0.7596
H -2.3235 1.0418 -3.3528
H -3.2328 -0.4860 -3.1881
H -1.1588 -1.8778 -3.8142
H 0.3518 -1.2056 -3.1229
H -0.6183 -0.2345 -4.2502
Cl 4.1735 -2.0095 0.6029
C 3.4056 -0.4720 0.1535
C 2.7334 -0.5779 -1.2365
O 3.3847 -0.8636 -2.2099
O 1.4667 -0.2412 -1.2787
H 4.1965 0.2725 0.1103
H 2.6713 -0.2108 0.9135
O 0.1580 1.9699 -2.4522
H 0.8678 1.5748 -1.9253
H 0.4507 1.9032 -3.3662
*
```

(4)
DFT (the ωB97M-V functional and the def2-TZVPD basis) results for a 2-piece molecular cluster, C3H5NO2 overall.

Summary:
HOMO energy ... -0.3630 hartree
Energy above the lowest of the compared OMol25 structures with the same formula, charge and spin ... 48.02 kcal/mol
SMILES string ... C=C(O)C#N.O
LUMO ... 0.435 eV
Kohn-Sham gap ... 0.379 Ha

```
! RIJCOSX wB97M-V def2-TZVPD def2/J DEFGRID3
* xyz 0 1
C -1.1677 1.0476 -1.0145
C -1.7034 0.0145 -0.3932
O -1.1797 -1.2430 -0.1573
C -2.8969 0.1403 0.3491
N -3.8497 0.2329 1.0191
H -1.6248 2.0236 -1.0253
H -0.2242 1.0353 -1.5072
H -0.2856 -1.2606 -0.4299
O 1.1107 -1.0189 1.0240
H 1.0627 -0.1984 1.4553
H 0.7384 -1.5725 1.7684
*
```